Molecular formula: C26H40NO20
Method: DFT, ωB97M-V/def2-TZVPD

As for the total energy: -2574.0792 Ha. As for the max |F|: 0.0174 hartree/bohr.

ORCA input file:
```
! RIJCOSX wB97M-V def2-TZVPD def2/J DEFGRID3
* xyz 1 1
C 2.512 -1.055 0.074
C 1.946 -0.553 -1.238
O 0.960 0.467 -1.023
C -0.339 -0.021 -0.913
C -1.175 1.135 -0.386
O -2.562 1.007 -0.694
C -3.383 0.425 0.257
C -4.572 -0.255 -0.405
C -4.035 -1.659 -0.749
C -3.033 -1.850 0.324
N -2.725 -0.749 0.907
H 1.718 -1.419 0.726
H 3.073 -0.273 0.577
H 3.192 -1.882 -0.123
H 2.732 -0.126 -1.851
H 1.481 -1.372 -1.793
H -0.363 -0.876 -0.226
H -0.749 -0.320 -1.885
H -0.820 2.023 -0.905
H -1.013 1.308 0.680
H -3.637 1.142 1.037
H -4.950 0.325 -1.236
H -5.331 -0.397 0.361
H -3.536 -1.732 -1.714
H -4.794 -2.435 -0.644
H -2.614 -2.802 0.627
H -2.078 -0.731 1.687
C -6.988 -5.869 1.244
C -8.340 -5.628 0.597
O -8.059 -4.515 -0.268
C -6.749 -4.513 -0.551
O -6.236 -3.837 -1.391
O -6.082 -5.382 0.238
H -6.780 -6.914 1.455
H -6.850 -5.280 2.152
H -8.669 -6.467 -0.015
H -9.122 -5.361 1.301
C -1.714 3.393 2.218
C -1.808 4.466 3.284
O -1.964 3.676 4.481
C -1.462 2.453 4.259
O -1.294 1.615 5.086
O -1.178 2.279 2.945
H -1.056 3.659 1.396
H -2.692 3.104 1.825
H -0.898 5.055 3.362
H -2.660 5.126 3.149
C 4.361 0.841 -5.387
C 5.206 -0.316 -5.882
O 5.798 -0.799 -4.663
C 5.016 -0.431 -3.633
O 5.138 -0.813 -2.514
O 4.060 0.436 -4.043
H 3.443 0.977 -5.952
H 4.912 1.781 -5.351
H 4.603 -1.108 -6.320
H 5.984 -0.020 -6.580
C -0.571 2.930 8.573
C -0.207 1.577 7.992
O 0.357 0.905 9.124
C -0.131 1.477 10.253
O 0.011 1.046 11.346
O -0.805 2.614 9.948
H -1.463 3.366 8.133
H 0.251 3.646 8.515
H -1.080 1.025 7.648
H 0.520 1.626 7.188
C 5.907 -2.316 -10.606
C 5.729 -3.628 -9.864
O 4.964 -3.222 -8.719
C 4.310 -2.082 -9.024
O 3.467 -1.586 -8.345
O 4.745 -1.579 -10.196
H 5.917 -2.420 -11.686
H 6.795 -1.771 -10.284
H 5.146 -4.354 -10.431
H 6.662 -4.081 -9.543
C 3.412 3.595 3.685
C 2.327 2.869 2.909
O 1.293 3.864 2.845
C 1.864 5.087 2.995
O 1.280 6.107 2.828
O 3.151 4.968 3.359
H 4.420 3.329 3.381
H 3.311 3.469 4.763
H 2.634 2.620 1.892
H 1.954 1.978 3.406
*
```



Molecular formula: C9H15N5OPtS
Method: DFT, ωB97M-V/def2-TZVPD

As for the total energy: -1218.1512 Ha. As for the max |F|: 0.0422 hartree/bohr.

ORCA input file:
```
! RIJCOSX wB97M-V def2-TZVPD def2/J DEFGRID3
* xyz 1 2
Pt -1.593 -0.087 0.189
N -3.293 -0.928 1.496
N -3.430 -0.174 2.675
C -3.002 1.131 2.750
N -3.445 1.869 3.806
S -1.984 1.859 1.588
H -4.163 -0.991 0.954
H -2.969 -1.866 1.734
H -4.213 -0.409 3.277
H -3.756 1.379 4.632
H -2.944 2.726 3.983
O -0.321 -1.521 1.275
N 0.859 -1.650 0.683
C 1.027 -2.613 -0.282
C 2.151 -2.642 -1.049
C 3.155 -1.676 -0.867
C 2.978 -0.722 0.148
C 1.848 -0.724 0.908
H 0.211 -3.309 -0.379
H 2.255 -3.407 -1.802
H 4.033 -1.672 -1.488
H 3.737 0.023 0.329
H 1.650 -0.023 1.700
C 1.322 2.370 -3.702
C 1.650 1.411 -2.550
C 0.483 0.880 -1.924
N -0.478 0.458 -1.436
H 2.246 2.767 -4.108
H 0.708 3.194 -3.352
H 0.790 1.846 -4.489
H 2.233 1.930 -1.783
H 2.250 0.572 -2.915
*
```



Molecular formula: C6H8F3N3
Method: DFT, ωB97M-V/def2-TZVPD

As for the total energy: -697.2164 Ha. As for the max |F|: 0.1018 hartree/bohr. The relative energy (zero: lowest compared OMol25 entry of this formula, charge and spin) comes out at 2.243 eV.

ORCA input file:
```
! RIJCOSX wB97M-V def2-TZVPD def2/J DEFGRID3
* xyz 0 1
C 0.142 -1.694 1.953
C -0.250 -0.350 0.416
C 0.267 0.434 1.359
C 0.695 1.822 1.442
C -0.804 0.100 -1.682
C 0.521 0.040 -2.397
N -0.303 -1.686 0.751
N 0.505 -0.485 2.396
N -1.734 -0.894 -1.943
F 1.285 0.981 -1.839
F 1.014 -1.239 -2.267
F 0.504 0.383 -3.684
H 0.357 -2.500 2.595
H 0.036 2.653 0.933
H 0.739 2.186 2.601
H 1.649 1.833 0.904
H -1.256 1.073 -1.634
H 0.759 -0.145 3.291
H -2.692 -0.719 -1.611
H -1.434 -1.795 -1.586
*
```



Molecular formula: C3H4N3
Method: DFT, ωB97M-V/def2-TZVPD

As for the total energy: -280.4478 Ha. As for the max |F|: 0.0443 hartree/bohr. The relative energy (zero: lowest compared OMol25 entry of this formula, charge and spin) comes out at 4.933 eV. As for the SMILES: C[N+]1=C=CN=N1.

ORCA input file:
```
! RIJCOSX wB97M-V def2-TZVPD def2/J DEFGRID3
* xyz 1 1
C 1.191 -0.804 0.274
C 2.594 -0.727 0.111
C -0.966 0.432 -0.017
N 2.705 0.536 -0.147
N 1.388 1.252 -0.256
N 0.497 0.312 0.006
H 3.455 -1.243 0.460
H -1.267 0.922 0.859
H -1.522 -0.437 0.260
H -1.335 0.818 -0.930
*
```



Molecular formula: C2H4BrNS
Method: DFT, ωB97M-V/def2-TZVPD

As for the total energy: -3105.4977 Ha. As for the max |F|: 0.0765 hartree/bohr. The relative energy (zero: lowest compared OMol25 entry of this formula, charge and spin) comes out at 1.048 eV. As for the SMILES: CSC#N.Br.

ORCA input file:
```
! RIJCOSX wB97M-V def2-TZVPD def2/J DEFGRID3
* xyz 0 1
C 1.286 0.735 0.175
C -1.223 -0.436 -0.163
N 2.231 1.392 0.419
S 0.587 -0.682 -0.286
Br 4.959 0.009 0.041
H -1.641 -1.295 0.191
H -1.467 -0.212 -1.254
H -1.685 0.318 0.477
H 4.033 1.224 0.702
*
```



Molecular formula: C2H12NO2
Method: DFT, ωB97M-V/def2-TZVPD

As for the total energy: -288.3941 Ha. As for the max |F|: 0.0466 hartree/bohr. The relative energy (zero: lowest compared OMol25 entry of this formula, charge and spin) comes out at 0.544 eV.

ORCA input file:
```
! RIJCOSX wB97M-V def2-TZVPD def2/J DEFGRID3
* xyz 1 1
C 0.493 -0.296 -2.594
C 0.664 0.869 -1.633
N 0.046 0.565 -0.287
H 1.251 -0.091 -3.350
H -0.493 -0.515 -2.984
H 0.887 -1.233 -2.180
H 0.471 1.887 -1.944
H 1.732 0.833 -1.399
H -0.974 0.487 -0.339
H 0.293 -0.324 0.177
H 0.260 1.273 0.420
H -1.350 0.184 4.140
H -0.096 0.926 3.757
O -0.773 0.311 3.399
H -1.076 -2.298 1.374
H -0.536 -1.187 2.169
O -0.798 -1.392 1.273
*
```